(1)
Below is a structure of composition Fe2H32O20P, with properties calculated with the ωB97M-V functional and the def2-TZVPD basis.

Geometry (Å):
1 Fe -0.478 -1.769 -1.888
2 Fe 0.397 2.273 1.389
3 P -0.053 0.060 0.004
4 O -2.154 -0.838 3.514
5 O 3.914 1.184 0.871
6 O 1.134 0.405 1.010
7 O -0.700 -1.368 0.061
8 O -2.424 2.375 -1.908
9 O 1.499 3.093 -0.215
10 O 3.048 -0.455 -1.817
11 O -0.657 4.147 1.188
12 O 1.212 -2.941 -1.350
13 O -2.121 -0.583 -2.405
14 O 3.244 -2.212 0.415
15 O -0.100 -1.700 -3.899
16 O -0.549 1.783 3.278
17 O 1.343 -1.291 3.166
18 O -3.593 0.763 0.837
19 O 0.737 2.338 -2.622
20 O -3.349 -2.197 0.319
21 O -0.934 1.286 0.366
22 O 0.366 -0.056 -1.487
23 O -0.328 -3.371 1.813
24 H 2.966 1.012 0.730
25 H 2.240 3.707 -0.291
26 H -2.952 -0.558 -2.900
27 H -2.033 3.239 -2.075
28 H 0.742 -1.941 -4.315
29 H 1.254 -2.160 2.763
30 H 4.064 1.000 1.806
31 H 4.114 -2.319 0.816
32 H 1.703 -3.680 -1.732
33 H -2.897 -1.450 3.542
34 H 3.312 -1.160 -1.203
35 H 2.788 -1.579 0.989
36 H -1.434 1.372 3.339
37 H -3.492 -2.655 -0.515
38 H -1.539 -1.240 2.887
39 H -0.317 2.016 4.186
40 H -1.838 0.352 -2.356
41 H 1.329 2.784 -1.136
42 H 1.620 -2.796 -0.475
43 H -2.549 -1.666 0.179
44 H 0.281 -4.015 1.431
45 H -0.282 4.944 0.790
46 H 0.602 1.404 -2.325
47 H -1.616 4.270 1.146
48 H 0.403 2.382 -3.522
49 H 2.099 -0.318 -1.642
50 H -0.639 -1.330 -4.611
51 H 1.297 -0.644 2.434
52 H -3.821 -0.134 0.558
53 H -2.614 0.809 0.812
54 H -1.931 2.020 -1.150
55 H -0.316 -2.592 1.202

E_LUMO (spin up / spin down): -3.32 / -3.44 eV
F_max: 2.50 eV/Å
2S+1: 9
<S²>: 20.01
Net charge: +1
E_HOMO (spin up / spin down): -12.645 / -12.350 eV
Orbital gap (spin up / spin down): 0.3429 / 0.3273 Eh


(2)
Below is a cluster of 2 separate species, C4H8O2 in total, with properties calculated with the ωB97M-V functional and the def2-TZVPD basis.

Geometry (Å):
1 O -1.234 -0.602 1.218
2 O 1.576 -0.778 -1.098
3 C -0.353 0.341 1.656
4 C -0.092 0.504 -2.193
5 C 0.831 -0.661 -2.037
6 C -0.529 1.186 2.650
7 H 0.275 1.542 -2.111
8 H -1.258 1.270 3.444
9 H -0.748 0.285 -3.048
10 H 0.280 1.924 2.739
11 H -0.784 -1.232 0.657
12 H 0.613 0.175 1.173
13 H 0.706 -1.505 -2.752
14 H -0.851 0.633 -1.396

E_LUMO: 0.78 eV
F_max: 1.94 eV/Å
E_HOMO: -8.965 eV
ΔE to the lowest compared entry with this formula, charge and spin: 244.6 kJ/mol
SMILES: C=CO.CC=O
Orbital gap: 0.3581 Eh


(3)
Below is a structure of composition C20H23ClOPSSm, with properties calculated with the ωB97M-V functional and the def2-TZVPD basis.

Geometry (Å):
1 Sm 0.332 -1.956 -0.561
2 Cl -0.812 -0.276 0.938
3 S 1.144 -3.341 2.074
4 P -0.065 -0.163 -2.663
5 O 1.580 -2.060 1.273
6 C 4.093 -0.859 -4.587
7 C 2.505 -1.399 -2.820
8 C 1.860 -0.028 -4.711
9 C 0.402 3.740 -1.745
10 C -1.379 3.647 -3.398
11 C -3.646 -2.292 -4.698
12 C -0.592 4.369 -2.499
13 C -2.370 -2.488 -5.223
14 C -0.227 1.632 -2.699
15 C 3.127 -0.132 -5.280
16 C -3.849 -1.386 -3.652
17 C -1.476 -0.917 -3.578
18 C 1.545 -0.598 -3.470
19 C -0.234 -2.861 3.178
20 C -1.306 -1.785 -4.664
21 C 3.776 -1.481 -3.381
22 C 0.612 2.368 -1.851
23 C 0.253 -4.223 0.731
24 C -2.774 -0.703 -3.092
25 C -1.178 2.273 -3.510
26 H 0.997 4.333 -1.057
27 H -0.414 -1.773 3.209
28 H 0.116 -3.202 4.162
29 H 1.401 1.865 -1.279
30 H -2.147 4.144 -4.001
31 H -4.854 -1.248 -3.261
32 H 0.903 -4.244 -0.195
33 H 3.354 0.350 -6.231
34 H -1.136 -3.438 2.916
35 H 4.544 -2.047 -2.870
36 H 0.112 -5.263 1.039
37 H -1.750 1.668 -4.214
38 H 2.308 -2.004 -1.901
39 H -0.306 -1.939 -5.041
40 H -2.919 -0.024 -2.252
41 H 0.702 -3.333 -2.252
42 H -0.086 -3.454 -2.316
43 H -0.779 5.436 -2.370
44 H 1.082 0.510 -5.236
45 H -2.208 -3.200 -6.038
46 H 5.088 -0.946 -5.008
47 H -0.769 -3.815 0.526
48 H -4.476 -2.860 -5.100

E_LUMO (spin up / spin down): -8.15 / -7.30 eV
F_max: 3.83 eV/Å
2S+1: 6
<S²>: 8.78
Net charge: +2
E_HOMO (spin up / spin down): -14.267 / -14.226 eV
Orbital gap (spin up / spin down): 0.2247 / 0.2546 Eh


(4)
Below is a structure of composition C7H28N14O7V, with properties calculated with the ωB97M-V functional and the def2-TZVPD basis.

Geometry (Å):
1 V -0.084 0.131 0.158
2 O 1.099 0.515 2.038
3 O -0.259 -0.014 -2.266
4 O -2.248 0.980 -0.399
5 O 1.821 -0.449 -0.503
6 O -1.333 -0.391 1.839
7 O -0.484 -1.986 -0.195
8 O 0.465 2.244 -0.140
9 N -1.608 -1.838 3.559
10 N -4.232 0.711 0.679
11 N 0.325 0.848 -4.266
12 N 3.914 -0.231 -1.279
13 N -4.112 0.588 -1.620
14 N 1.160 3.223 -2.053
15 N -1.647 -0.304 -4.046
16 N -0.240 -4.216 0.092
17 N 2.995 0.393 3.270
18 N 2.399 3.435 -0.127
19 N 3.457 -1.796 0.335
20 N -1.310 -3.406 -1.764
21 N 1.554 2.152 3.567
22 N -2.514 0.273 3.651
23 C -3.462 0.785 -0.433
24 C -1.806 -0.653 2.937
25 C -0.531 0.170 -3.444
26 C 2.986 -0.829 -0.501
27 C 1.296 2.927 -0.737
28 C 1.812 0.980 2.921
29 C -0.638 -3.129 -0.614
30 H -3.487 0.558 -2.402
31 H -1.901 -0.171 -5.007
32 H 2.799 -2.289 0.909
33 H -2.318 -0.765 -3.461
34 H 1.217 1.132 -3.909
35 H 2.612 3.257 0.836
36 H 4.343 -2.225 0.131
37 H -1.550 -2.683 -2.409
38 H -5.061 0.265 -1.615
39 H -2.294 1.231 3.439
40 H 0.644 2.555 3.449
41 H 1.720 3.960 -2.443
42 H -2.962 0.089 4.531
43 H -2.252 -2.159 4.262
44 H 0.315 -4.096 0.918
45 H -3.783 0.858 1.563
46 H 0.337 2.882 -2.516
47 H -1.225 -4.348 -2.107
48 H 3.589 0.455 -1.934
49 H 3.658 0.891 3.838
50 H -5.230 0.638 0.605
51 H 4.845 -0.595 -1.383
52 H 0.112 1.021 -5.232
53 H -0.251 -5.141 -0.301
54 H 2.236 2.437 4.244
55 H 3.273 -0.506 2.931
56 H 2.904 4.139 -0.637
57 H -1.065 -2.503 3.041

E_LUMO (spin up / spin down): -4.23 / -4.23 eV
F_max: 1.18 eV/Å
2S+1: 4
<S²>: 3.75
Net charge: +2
E_HOMO (spin up / spin down): -11.676 / -14.814 eV
ΔE to the lowest compared entry with this formula, charge and spin: 0.0 kJ/mol
Orbital gap (spin up / spin down): 0.2736 / 0.3888 Eh


(5)
Below is the molecule C4H5ClF2, with properties calculated with the ωB97M-V functional and the def2-TZVPD basis.

Geometry (Å):
1 Cl -1.806 -1.158 -0.137
2 F -0.220 2.337 0.127
3 F 3.100 -0.479 -0.144
4 C -0.505 -0.071 0.434
5 C 0.864 -0.877 0.240
6 C 1.821 -0.097 -0.126
7 C -1.086 1.249 -0.208
8 H 0.687 -1.955 0.482
9 H -0.937 -0.167 1.382
10 H -2.121 1.486 0.073
11 H 1.639 1.038 -0.111
12 H -1.053 1.344 -1.394

E_LUMO: 0.93 eV
F_max: 4.61 eV/Å
E_HOMO: -10.343 eV
ΔE to the lowest compared entry with this formula, charge and spin: 187.1 kJ/mol
SMILES: F/C=C/[C@H](Cl)CF
Orbital gap: 0.4142 Eh